{"formula": "C19H14N4O5RhTe4", "method": "the ωB97M-V functional and the def2-TZVPD basis", "energy_ha": -2510.450340, "homo_lumo_gap_ha": 0.2083, "e_lumo_ev": 1.534, "total_charge": -1, "elements": ["Rh", "O", "C", "N", "C", "C", "C", "C", "C", "C", "N", "C", "C", "C", "C", "C", "N", "H", "H", "H", "H", "H", "H", "H", "H", "H", "H", "Te", "Te", "Te", "Te", "O", "C", "O", "C", "C", "C", "C", "C", "C", "N", "O", "O", "H", "H", "H", "H"], "xyz": [[-1.2766, -0.7936, 0.9636], [-0.5822, 2.1570, 3.7055], [-0.6266, 1.1602, 2.9805], [-1.2626, 1.0089, 1.8329], [-2.1259, 2.0080, 1.2741], [-2.6237, 1.5308, -0.0699], [-3.2980, 2.3867, -0.9278], [-3.7864, 1.9078, -2.1291], [-3.5897, 0.5749, -2.4500], [-2.9032, -0.2266, -1.5599], [-2.4260, 0.2408, -0.4022], [0.1022, -0.1166, 3.3618], [0.9009, -0.1534, 4.4877], [1.5551, -1.3306, 4.8096], [1.3856, -2.4357, 3.9919], [0.5642, -2.3325, 2.8824], [-0.0638, -1.1985, 2.5762], [-1.6222, 2.9740, 1.1622], [-2.9980, 2.1879, 1.9195], [-3.4364, 3.4199, -0.6383], [-4.3181, 2.5655, -2.8046], [-3.9619, 0.1499, -3.3707], [-2.7240, -1.2768, -1.7478], [0.9779, 0.7496, 5.0767], [2.1881, -1.3869, 5.6859], [1.8762, -3.3756, 4.2020], [0.3875, -3.1619, 2.2097], [-3.4027, -1.4627, 2.3121], [-3.3464, -4.0676, 1.4508], [-5.5370, -4.5908, 0.0580], [-1.2780, -3.2030, -0.1918], [0.7304, -1.8504, -1.4674], [0.9909, -0.7185, -1.0414], [0.4332, -0.0807, -0.0903], [2.0775, 0.0742, -1.7499], [2.4303, 1.3457, -1.3133], [3.4269, 2.0648, -1.9608], [4.0785, 1.5209, -3.0540], [3.7108, 0.2525, -3.4736], [2.7247, -0.4828, -2.8437], [4.4034, -0.3296, -4.6367], [5.2602, 0.3439, -5.1830], [4.0683, -1.4369, -5.0055], [1.9093, 1.7540, -0.4577], [3.6979, 3.0527, -1.6122], [4.8565, 2.0531, -3.5800], [2.4526, -1.4719, -3.1814]]}